Arrangement 1

22
Properties=species:S:1:pos:R:3 method="wB97M-V/def2-TZVPD" lumo_energy_ev="0.324 / 0.319" orbital_gap_ev="7.91 / 7.90"
C 1.29225 0.94358 -1.02869
C 0.73829 -0.24457 -0.26013
N 0.96721 -0.97696 1.92495
N 1.39226 -1.48659 -0.60807
N 0.87863 0.09257 1.19514
H 0.94768 -0.83918 2.92688
H 0.70640 -1.88642 1.54111
H 0.73626 -2.23792 -0.77993
H 2.05742 -1.41446 -1.36297
H 2.37703 0.99733 -0.90211
H 0.87168 1.87905 -0.66092
H 1.06528 0.84839 -2.09134
C -1.08976 0.94996 1.40724
C -1.59682 0.35315 -1.30441
C -0.80374 -0.43922 -0.27544
O -1.23428 -1.53989 0.13096
H -1.40210 -0.08550 -2.28826
H -1.07038 0.54925 2.41655
H -2.13313 0.92300 1.09756
H -0.69712 1.96157 1.33755
H -1.34624 1.41143 -1.33507
H -2.65682 0.24144 -1.08060

---

Arrangement 2

22
Properties=species:S:1:pos:R:3 method="wB97M-V/def2-TZVPD" lumo_energy_ev=0.563 orbital_gap_ev=7.75
C -1.34415 0.97284 0.44255
C 0.10052 -0.02157 -1.70822
C -1.58321 -0.13513 1.40218
C -0.14341 1.86912 0.66276
N 1.06340 -1.36204 0.13461
N -1.16793 0.03109 -0.95402
C 1.28825 -0.70940 -1.02800
N 2.12138 -1.97859 0.83505
O 2.37752 -0.66941 -1.58004
H 0.17498 -1.29316 0.64262
H -1.94541 0.21575 -1.58570
H -2.22137 1.57336 0.19056
H 2.47626 -2.73702 0.25834
H 2.88266 -1.30754 0.91295
H 0.42716 0.98676 -1.96397
H -0.05802 -0.55924 -2.64600
H -1.38836 -0.81441 -0.21544
H 0.73920 1.29461 0.94504
H 0.10586 2.47298 -0.21227
H -0.91343 -0.14618 2.26204
H -2.61755 -0.23605 1.72467
H -0.37435 2.55324 1.48029

---

Arrangement 3

22
Properties=species:S:1:pos:R:3 method="wB97M-V/def2-TZVPD" lumo_energy_ev=0.906 orbital_gap_ev=7.02
C 2.05463 1.22306 0.03399
C -1.71233 1.54334 -0.18882
C 0.66141 0.80233 0.42212
C -0.42112 0.83929 -0.53045
H 0.40116 1.12651 1.43025
H -0.11836 0.92930 -1.57242
H -1.70139 2.62455 -0.39012
H 2.06034 2.31427 -0.04062
H 2.33284 0.81387 -0.93637
H 2.80287 0.91499 0.76521
H -2.56265 1.13612 -0.75175
H -1.95393 1.43912 0.87485
C -0.39594 -1.25610 0.10653
N -0.39916 -2.06060 -0.98409
N -1.48915 -1.32383 0.94105
O 1.91652 -1.53198 0.02725
N 0.81688 -0.97903 0.78108
H 2.32698 -2.13769 0.65387
H -1.28208 -2.37889 -1.34946
H 0.41345 -1.97370 -1.57542
H -2.39119 -1.26407 0.48850
H -1.35975 -0.80084 1.79479

---

Arrangement 4

22
Properties=species:S:1:pos:R:3 method="wB97M-V/def2-TZVPD" lumo_energy_ev=0.860 orbital_gap_ev=9.26
C 1.08689 0.65934 0.65419
C 1.28331 0.49511 2.15047
O 2.05425 0.03148 -0.12633
N -0.29010 1.25458 -1.24223
N 0.01620 0.67808 -2.30758
H 2.60664 -0.56496 0.40117
H 1.17960 1.72507 0.44825
H 0.92658 1.02679 -2.63396
H 1.32214 -0.55828 2.43571
H 0.48152 0.99110 2.70156
H 2.23510 0.95017 2.45217
C -0.25672 -1.71023 -0.21513
N -2.44508 -0.00475 -1.28094
C -1.40442 0.56144 -0.44935
C -0.59846 -0.37988 0.39379
H -2.00186 -0.62104 -1.95939
H -2.84760 0.74313 -1.84033
H -1.84143 1.34409 0.17376
H -0.96766 -0.44464 1.41416
H -1.14976 -2.30278 -0.44880
H 0.25631 -1.55655 -1.18031
H 0.35454 -2.31728 0.45914

---

Taking the most stable structure as the zero point, the relative energies in kJ/mol are arrangement 1 75.3; arrangement 2 12.4; arrangement 3 107.0; arrangement 4 0.0.

---

Arrangement 1

22
Properties=species:S:1:pos:R:3 method="wB97M-V/def2-TZVPD" lumo_energy_ev=0.840 orbital_gap_ev=9.61
H -1.46429 -0.78921 -2.76113
N -0.48882 -0.49295 -2.74712
C -0.06569 0.01554 -1.68362
N -0.85053 0.23949 -0.42334
C -0.75073 1.58955 0.10897
C -2.18472 -0.31421 -0.29165
H 1.06920 -0.06764 -1.12920
H -1.51138 2.24477 -0.32867
H 0.23535 2.00248 -0.10451
H -0.85980 1.54785 1.19007
H -2.22017 -1.30823 -0.74211
H -2.91631 0.31576 -0.81008
H -2.43245 -0.37320 0.76960
C 2.52352 0.12299 1.05552
N 1.57125 -0.76554 0.40234
C 0.27361 -0.97778 1.03637
O -0.01923 -0.51094 2.12425
H 2.21940 0.26930 2.08909
H 3.51587 -0.31846 1.05451
H 2.52176 1.09449 0.56434
H 1.96113 -1.58269 -0.04333
H -0.12697 -1.94138 0.66969

---

Arrangement 2

22
Properties=species:S:1:pos:R:3 method="wB97M-V/def2-TZVPD" lumo_energy_ev=0.790 orbital_gap_ev=9.10
C -0.81338 0.63108 -0.43964
C -0.73322 -0.42699 2.31269
C -1.43447 -0.26215 -1.47827
C -0.02875 1.81036 -0.94144
N -0.10587 -0.30523 1.01210
N 0.57088 -1.53950 0.71482
C 1.64687 -0.60778 0.62128
N 2.00054 -0.47786 -0.77341
O 2.38573 -0.15662 1.49289
H 0.24878 -2.00595 -0.13218
H -1.58406 0.98811 0.23678
H 2.83244 0.09278 -0.86331
H 2.15393 -1.35604 -1.25496
H -1.47145 -1.23702 2.32331
H -1.25741 0.49943 2.54871
H 0.04908 -0.61366 3.05401
H -0.73862 2.59190 -1.23064
H -0.72883 -0.53686 -2.26007
H -1.85166 -1.15990 -1.02220
H -2.27960 0.26851 -1.92647
H 0.59928 2.22195 -0.15362
H 0.53978 1.58146 -1.84038

---

Taking the most stable structure as the zero point, the relative energies in kJ/mol are arrangement 1 0.0; arrangement 2 102.4.

---

Arrangement 1

23
Properties=species:S:1:pos:R:3 method="wB97M-V/def2-TZVPD" lumo_energy_ev="3.842 / 3.697" spin_multiplicity=2 total_charge=-1 s2=0.75 orbital_gap_ev="2.50 / 9.61"
C 0.43518 -2.86824 -1.32063
C 1.85082 -3.10046 -0.61039
H -0.27573 -3.14302 -0.55848
H 0.22399 -1.90517 -1.62973
H 0.24515 -3.50093 -2.13796
H 1.86799 -3.91055 0.16428
H 2.40864 -3.05548 -1.42866
H 2.25468 -2.25009 0.03617
C 1.36401 2.51943 -0.04090
C -0.03175 0.74077 1.10593
C 0.01532 1.87593 0.31964
C -1.23847 0.10917 1.39018
C -1.14383 2.39720 -0.11638
C -2.44295 0.73801 1.09122
C -2.36814 1.83902 0.27176
H 0.82504 0.15677 1.26800
H -1.32702 -0.78411 1.91467
H 1.49808 2.89018 -1.03752
H 2.25852 1.86832 0.06937
H -1.26248 3.17740 -0.95812
H -3.39590 0.39969 1.70301
H -3.24708 2.29224 0.00227
H 1.48594 3.51391 0.50227

---

Arrangement 2

23
Properties=species:S:1:pos:R:3 method="wB97M-V/def2-TZVPD" lumo_energy_ev="3.852 / 3.793" spin_multiplicity=2 total_charge=-1 s2=0.76 orbital_gap_ev="3.03 / 7.17"
C -2.09962 2.84439 -0.39888
C -3.18191 2.22698 0.52854
H -1.27095 2.14066 -0.34673
H -2.41336 2.92857 -1.43640
H -1.64773 3.73753 0.03233
H -2.85913 1.21245 0.71255
H -3.24289 2.81255 1.44772
H -4.17391 2.27791 0.07856
C 2.26388 -2.52735 -1.68911
C 1.19645 -1.42341 1.73207
C 0.60412 -0.16898 1.51057
C 1.53640 -2.35725 0.69105
C 1.46584 -1.79823 -0.61588
C 0.51752 0.32515 0.18425
C 1.01832 -0.52836 -0.82631
H 1.34150 -1.69898 2.76959
H 0.34272 0.31917 2.43962
H 1.99912 -3.30635 0.91172
H 0.28444 1.34856 -0.02895
H 3.32087 -2.46154 -1.43957
H 2.13703 -2.18976 -2.72416
H 0.96844 -0.14649 -1.84908
H 1.89284 -3.56721 -1.68352

---

Taking the most stable structure as the zero point, the relative energies in kJ/mol are arrangement 1 119.0; arrangement 2 0.0.